Here is a cluster of 20 separate species, C80H220N20O20 in total from the Open Molecules 2025 dataset. Energies are from the ωB97M-V functional and the def2-TZVPD basis.

Each line ends with the Mulliken charge.
Geometry (Å):
1 C 2.6716 -4.9996 5.0335  0.002
2 C 3.9410 -4.9965 5.8131  0.118
3 C 4.3284 -6.4568 5.9422  -1.047
4 O 3.1818 -7.2190 6.4368  -0.318
5 C 3.5890 -8.4743 6.8267  -0.779
6 N 5.0240 -4.2518 5.2036  -0.758
7 H 2.8665 -5.2526 3.9916  -0.277
8 H 2.1216 -4.0525 5.1010  -0.344
9 H 1.9597 -5.7310 5.4265  0.783
10 H 3.8174 -4.5922 6.8064  0.604
11 H 5.1173 -6.6192 6.6771  0.516
12 H 4.6181 -6.9151 4.9856  0.155
13 H 4.4014 -8.3749 7.5298  0.333
14 H 3.9415 -9.0901 5.9871  0.285
15 H 2.7889 -9.0170 7.3056  0.270
16 H 4.6840 -3.3000 5.3310  0.290
17 H 5.0388 -4.4280 4.2142  0.148
18 C -3.0927 -0.8091 -4.6592  0.357
19 C -3.8624 -1.8246 -5.4897  0.988
20 C -4.8448 -2.6939 -4.7368  -1.194
21 O -4.1831 -3.5410 -3.7979  -0.013
22 C -3.8543 -4.7635 -4.3701  -1.061
23 N -4.5119 -1.1418 -6.6033  -0.677
24 H -3.7492 0.0229 -4.4492  0.160
25 H -2.1731 -0.4781 -5.1566  0.216
26 H -2.8147 -1.3104 -3.7649  -0.636
27 H -3.1397 -2.5032 -5.9785  -0.142
28 H -5.3899 -3.3139 -5.4583  0.487
29 H -5.5841 -2.0427 -4.2609  0.100
30 H -3.1939 -4.7165 -5.2209  0.377
31 H -4.7462 -5.3529 -4.5997  0.438
32 H -3.3904 -5.3051 -3.5369  0.299
33 H -5.0957 -1.7259 -7.2164  0.261
34 H -4.9386 -0.2695 -6.3191  0.215
35 C 0.0900 4.6543 -6.5967  -1.401
36 C 1.0607 4.9173 -5.4092  0.189
37 C 1.0165 6.4049 -5.0912  -0.735
38 O 1.9451 6.7311 -4.0817  -0.178
39 C 1.8431 8.1092 -3.7398  -0.690
40 N 0.6625 4.0628 -4.2979  1.026
41 H -0.8977 5.1308 -6.4022  0.285
42 H 0.0208 3.5493 -6.6750  0.265
43 H 0.5318 5.0661 -7.5195  0.490
44 H 2.0927 4.6583 -5.6590  0.498
45 H 0.0097 6.7730 -4.8460  0.142
46 H 1.2951 7.0372 -5.9638  0.451
47 H 1.9682 8.8855 -4.5144  0.321
48 H 2.5698 8.3178 -2.9398  0.253
49 H 0.8161 8.1563 -3.3362  0.179
50 H -0.3095 4.2538 -4.1329  -0.491
51 H 1.2390 4.4130 -3.5008  -0.359
52 C 4.8789 -7.6720 -2.8832  -0.824
53 C 4.1145 -7.9079 -4.1870  -0.028
54 C 2.6495 -8.0089 -3.8611  0.613
55 O 2.3655 -8.8041 -2.7372  -0.348
56 C 1.0543 -9.4145 -2.8200  -0.853
57 N 4.2571 -6.7812 -5.1447  -0.556
58 H 5.0206 -8.6472 -2.3509  0.466
59 H 4.2334 -7.1189 -2.1775  -0.375
60 H 5.8483 -7.2413 -3.0387  0.514
61 H 4.4973 -8.7849 -4.6964  0.418
62 H 2.2359 -8.4449 -4.7548  -0.211
63 H 2.2130 -7.0157 -3.7495  -0.191
64 H 0.9105 -9.8725 -3.7883  0.459
65 H 0.2774 -8.6577 -2.6825  0.197
66 H 0.9671 -10.1996 -2.0630  0.306
67 H 5.2295 -6.7444 -5.4008  0.324
68 H 4.1695 -5.9189 -4.5565  0.016
69 C 4.3335 2.5470 0.5988  -1.408
70 C 2.8678 2.8415 0.5434  1.400
71 C 2.3859 3.1159 -0.8420  -0.162
72 O 2.9049 4.1997 -1.5731  -0.520
73 C 2.5614 5.3910 -1.0374  -0.510
74 N 2.1520 1.7254 1.1088  0.775
75 H 4.5960 2.1487 1.5760  0.523
76 H 4.9299 3.4839 0.6173  0.374
77 H 4.6542 1.8215 -0.1802  -0.019
78 H 2.6413 3.7208 1.1502  0.147
79 H 1.2644 3.1865 -0.8087  -0.033
80 H 2.5388 2.2456 -1.4842  -0.335
81 H 1.5285 5.7409 -0.9985  0.074
82 H 3.1151 6.1160 -1.6665  0.172
83 H 2.9941 5.5457 -0.0446  0.445
84 H 2.6236 0.8664 0.8904  -0.308
85 H 1.1930 1.5613 0.8496  -0.270
86 C 6.7741 -5.5562 0.0963  -1.392
87 C 5.5318 -5.0147 0.9956  0.092
88 C 4.3854 -4.6379 0.0524  1.128
89 O 4.8444 -3.6597 -0.8830  -0.712
90 C 3.8730 -3.1415 -1.7395  0.447
91 N 5.0332 -6.0356 1.9205  -0.408
92 H 6.4401 -6.4158 -0.4801  0.216
93 H 7.5958 -5.8003 0.7919  0.472
94 H 7.0436 -4.7855 -0.5952  0.276
95 H 5.7488 -4.1567 1.6214  0.041
96 H 3.5874 -4.1661 0.6609  -0.284
97 H 3.8985 -5.4753 -0.5167  -0.141
98 H 4.2773 -2.4462 -2.4847  -0.173
99 H 3.0069 -2.6308 -1.2911  -0.088
100 H 3.3993 -3.9677 -2.3005  0.002
101 H 4.6251 -6.8608 1.4798  0.156
102 H 5.7920 -6.3425 2.5040  0.329
103 C -6.6303 2.6360 -1.6010  -1.628
104 C -5.6295 1.7294 -2.2181  2.551
105 C -5.9355 0.3014 -2.1162  -0.959
106 O -6.2829 -0.1836 -0.8411  -0.566
107 C -5.0810 -0.2570 -0.1135  -0.126
108 N -5.4373 1.9763 -3.6647  -0.264
109 H -6.9301 2.3836 -0.5418  0.206
110 H -7.5389 2.5179 -2.2020  0.465
111 H -6.2029 3.6488 -1.5922  0.281
112 H -4.6435 1.8575 -1.7025  -1.281
113 H -5.0706 -0.2781 -2.4875  0.111
114 H -6.8367 0.0206 -2.7066  0.494
115 H -5.2583 -0.8469 0.8081  0.537
116 H -4.6547 0.6912 0.1986  -0.216
117 H -4.2596 -0.7627 -0.6369  -0.012
118 H -6.2903 2.3168 -4.1042  0.320
119 H -4.6711 2.6264 -3.8951  0.039
120 C 5.3560 1.9240 -3.2317  -0.724
121 C 6.7928 1.7111 -2.7104  0.550
122 C 7.3912 0.4593 -3.2515  -1.121
123 O 6.6901 -0.7305 -2.9086  -0.187
124 C 6.8372 -1.0656 -1.5736  0.194
125 N 7.6860 2.7951 -3.0843  -0.784
126 H 4.9529 2.9123 -2.9922  0.473
127 H 4.6729 1.1986 -2.8026  -0.153
128 H 5.2653 1.8272 -4.3524  0.514
129 H 6.7302 1.6829 -1.6326  0.094
130 H 8.3993 0.3496 -2.8434  0.328
131 H 7.3807 0.4703 -4.3315  0.351
132 H 6.1650 -1.8552 -1.3123  -0.530
133 H 6.6955 -0.2418 -0.8839  0.245
134 H 7.8655 -1.4340 -1.3651  0.327
135 H 7.4225 3.6526 -2.5864  0.307
136 H 7.4268 3.0609 -4.0418  0.334
137 C -1.5852 -7.8491 -6.2053  -1.018
138 C -0.3372 -7.1585 -6.8092  0.206
139 C 0.1706 -6.0190 -5.9218  0.318
140 O -0.8805 -5.0723 -5.6799  -0.375
141 C -0.3011 -3.9943 -4.9710  0.483
142 N 0.7230 -8.0477 -7.1720  -0.654
143 H -2.2832 -7.0810 -5.8951  0.099
144 H -1.3344 -8.4520 -5.3217  0.167
145 H -2.1126 -8.5281 -6.8913  0.365
146 H -0.6286 -6.6840 -7.7555  0.351
147 H 1.0574 -5.5529 -6.4256  0.176
148 H 0.4350 -6.4106 -4.9228  -0.223
149 H -1.0224 -3.1755 -4.7570  -0.633
150 H 0.5459 -3.5262 -5.4827  0.172
151 H 0.1048 -4.3124 -3.9939  0.029
152 H 1.1176 -8.5327 -6.3973  0.164
153 H 1.4814 -7.5868 -7.6634  0.329
154 C 5.3796 -1.0298 2.9726  -1.798
155 C 4.0690 -1.6843 2.5574  2.007
156 C 2.9348 -1.2036 3.4860  -0.079
157 O 3.3230 -1.3713 4.8370  -0.501
158 C 2.2006 -0.9800 5.6462  -0.151
159 N 3.7793 -1.2346 1.1671  0.298
160 H 6.1966 -1.4261 2.3866  0.478
161 H 5.5784 -1.3879 3.9780  0.446
162 H 5.3464 0.0708 2.9184  0.100
163 H 4.1427 -2.7901 2.6564  -0.920
164 H 1.9436 -1.7074 3.3158  0.165
165 H 2.7940 -0.1367 3.1961  0.020
166 H 1.3540 -1.6827 5.4949  -0.106
167 H 1.8848 0.0690 5.4079  -0.149
168 H 2.4783 -1.0283 6.7138  0.487
169 H 4.4065 -1.7575 0.5628  -0.165
170 H 2.8661 -1.6024 0.8748  -0.499
171 C 1.9476 2.9907 5.5725  -1.877
172 C 0.6974 2.8738 4.6753  1.234
173 C -0.4493 3.5485 5.3940  -0.161
174 O -0.7523 2.9438 6.6286  -0.466
175 C -1.8393 3.6048 7.2912  -0.004
176 N 0.8840 3.4278 3.3659  0.440
177 H 2.7255 2.2792 5.3110  0.372
178 H 1.6464 2.8072 6.6157  0.441
179 H 2.2974 4.0180 5.4685  0.456
180 H 0.4234 1.8233 4.5537  -0.564
181 H -1.3463 3.4936 4.6951  -0.122
182 H -0.1883 4.6232 5.6443  0.352
183 H -2.7719 3.3786 6.8187  -0.412
184 H -1.6938 4.6915 7.2750  0.057
185 H -1.8648 3.2692 8.3287  0.430
186 H 1.2638 4.3676 3.4065  0.234
187 H 1.4939 2.7597 2.8724  -0.504
188 C 1.9894 -8.1997 2.7891  -1.410
189 C 1.7251 -8.0796 1.3144  0.313
190 C 1.2964 -6.6579 0.9410  0.484
191 O 1.0965 -6.4523 -0.4407  -0.541
192 C 0.5298 -5.1883 -0.7587  0.941
193 N 2.9511 -8.3194 0.5209  -0.299
194 H 1.0957 -7.8980 3.3408  0.359
195 H 2.8256 -7.5702 3.1268  0.053
196 H 2.2092 -9.2490 3.0162  0.501
197 H 0.8963 -8.7371 1.0075  0.236
198 H 2.0898 -6.0124 1.3267  -0.549
199 H 0.3705 -6.4650 1.5174  0.075
200 H 0.6664 -4.9006 -1.8011  -0.767
201 H 1.0051 -4.3849 -0.1778  -0.282
202 H -0.5389 -5.1410 -0.4949  0.582
203 H 3.3538 -9.2366 0.6926  0.274
204 H 2.7421 -8.2875 -0.4823  -0.141
205 C 0.7274 -0.2848 -5.2388  -0.249
206 C 2.0367 0.1667 -4.5556  2.529
207 C 3.0786 -0.8068 -5.0389  -1.248
208 O 2.6954 -2.1179 -4.7015  0.412
209 C 3.4170 -3.0851 -5.3829  -0.784
210 N 2.4351 1.5278 -4.9216  -0.556
211 H 0.5263 -1.3558 -5.0367  -0.429
212 H 0.8203 -0.0895 -6.3398  0.429
213 H -0.1041 0.2887 -4.8653  -0.360
214 H 1.9547 0.1296 -3.4401  -0.815
215 H 4.0882 -0.5745 -4.6266  0.135
216 H 3.1385 -0.6239 -6.1383  0.230
217 H 4.4568 -3.2133 -5.0508  0.193
218 H 3.4610 -2.7715 -6.4285  0.578
219 H 2.8376 -4.0004 -5.3386  -0.074
220 H 3.0360 1.8242 -4.2009  0.101
221 H 1.5831 2.1076 -4.9274  -0.063
222 C -0.8852 10.2999 0.1984  -1.650
223 C -1.5851 8.9005 -0.0840  0.910
224 C -1.1003 8.0058 1.0224  -1.100
225 O -1.6347 6.7704 0.7577  0.738
226 C -1.0416 5.7679 1.5288  -1.502
227 N -3.0265 8.9674 -0.0383  -0.553
228 H -1.3832 10.6290 1.1291  0.439
229 H -1.3015 11.0426 -0.4438  0.474
230 H 0.2191 10.3203 0.2200  0.345
231 H -1.1677 8.4648 -1.0443  -0.418
232 H -1.4069 8.3828 1.9988  0.245
233 H 0.0057 7.9558 0.9510  0.384
234 H -1.5554 4.7953 1.4025  0.188
235 H -1.0220 5.9147 2.6196  0.361
236 H 0.0036 5.6370 1.2389  0.434
237 H -3.2451 9.7893 -0.5975  0.352
238 H -3.4243 8.1670 -0.5571  0.107
239 C -0.8920 -4.2995 2.8963  -1.459
240 C -2.1925 -3.5873 2.8216  2.069
241 C -3.0719 -4.0376 1.6233  -1.559
242 O -2.6497 -3.4564 0.3539  0.512
243 C -3.6445 -3.6975 -0.6458  -0.888
244 N -2.9361 -3.9639 4.0524  -0.694
245 H -0.2152 -4.1747 2.0744  -0.015
246 H -1.1296 -5.3568 2.9290  0.525
247 H -0.2373 -3.9825 3.7480  0.013
248 H -2.0333 -2.4758 2.7594  -0.319
249 H -4.0598 -3.7123 1.8277  0.446
250 H -3.0232 -5.1451 1.6670  0.200
251 H -4.6316 -3.3020 -0.4285  0.432
252 H -3.7581 -4.7871 -0.7443  0.397
253 H -3.2748 -3.3111 -1.5941  -0.161
254 H -3.4383 -3.1678 4.4613  0.255
255 H -2.3150 -4.4103 4.7156  0.274
256 C -2.3392 6.1757 -3.3627  -1.244
257 C -3.3207 5.3160 -2.5711  -0.657
258 C -2.6300 3.9234 -2.5638  2.339
259 O -2.6031 3.3803 -3.8767  -0.647
260 C -1.9071 2.1528 -3.8451  0.376
261 N -3.5221 5.9518 -1.2865  0.359
262 H -2.8157 7.1376 -3.4970  0.542
263 H -2.0700 5.7401 -4.3561  0.113
264 H -1.4708 6.2778 -2.7132  0.102
265 H -4.3269 5.2489 -2.9915  0.526
266 H -3.1288 3.1930 -1.8913  -1.276
267 H -1.6052 4.1319 -2.2163  0.010
268 H -2.3766 1.4268 -3.1805  -0.400
269 H -0.8287 2.3342 -3.6041  -0.168
270 H -1.9358 1.7837 -4.8889  0.281
271 H -4.2351 5.5577 -0.6504  0.191
272 H -2.6602 5.9000 -0.7105  -0.433
273 C -0.4550 -1.5125 -1.9570  0.214
274 C -0.1109 -0.6991 -0.7358  1.436
275 C -1.2393 0.2658 -0.2339  -0.335
276 O -0.7793 0.8337 0.9081  0.421
277 C -1.8097 1.6026 1.5100  0.762
278 N 0.2802 -1.6162 0.2678  1.696
279 H -0.7534 -0.8969 -2.8004  -0.343
280 H -1.1872 -2.3132 -1.8054  -0.631
281 H 0.4411 -2.0558 -2.2399  -0.194
282 H 0.6919 0.0140 -1.0077  -0.580
283 H -2.1240 -0.3791 0.0247  -0.737
284 H -1.4339 0.9864 -1.0270  0.403
285 H -2.6338 1.0761 2.0470  -0.039
286 H -2.2975 2.2922 0.7918  -0.313
287 H -1.4519 2.3025 2.2676  -0.527
288 H 0.4773 -1.1519 1.1471  -0.339
289 H -0.4266 -2.3424 0.3054  -0.995
290 C -3.5438 5.9442 5.1115  0.097
291 C -3.8240 7.2098 5.8511  0.672
292 C -2.8851 7.3084 7.0348  -0.846
293 O -3.2781 6.3796 8.0201  -0.350
294 C -2.4478 6.5187 9.1404  -0.844
295 N -3.4334 8.3104 4.9983  -0.659
296 H -2.5738 6.0797 4.6522  0.240
297 H -4.2639 5.7500 4.3514  -0.712
298 H -3.5577 5.1085 5.7852  0.065
299 H -4.8862 7.2682 6.2206  0.250
300 H -2.9436 8.3095 7.4887  0.461
301 H -1.8868 7.0967 6.6190  0.203
302 H -2.5526 7.5018 9.6081  0.360
303 H -1.3810 6.3518 8.8559  0.336
304 H -2.7485 5.8001 9.9119  0.237
305 H -3.9483 8.2101 4.1132  0.253
306 H -3.7555 9.1949 5.3959  0.294
307 C -6.8430 7.9940 2.3366  -1.798
308 C -5.9594 6.7684 2.3553  0.865
309 C -6.4336 5.9267 1.1091  -1.603
310 O -5.7183 4.7470 0.9560  0.357
311 C -6.1133 3.7488 1.8940  -0.470
312 N -4.5637 7.1505 2.3398  0.085
313 H -6.9002 8.5740 3.2670  0.340
314 H -7.8456 7.7932 1.9766  0.443
315 H -6.4404 8.7020 1.5886  0.359
316 H -6.1620 6.1763 3.2474  0.204
317 H -6.2992 6.5569 0.2413  0.376
318 H -7.5040 5.6691 1.1623  0.592
319 H -7.1912 3.5854 1.6887  0.403
320 H -5.9577 3.9615 2.9747  0.143
321 H -5.5908 2.8535 1.6534  -0.251
322 H -4.3415 7.7915 1.5842  0.142
323 H -3.9569 6.3417 2.3416  -0.213
324 C -4.9248 0.2846 4.2199  -0.991
325 C -4.5366 0.8845 5.5978  0.046
326 C -3.0900 0.5463 5.9099  0.206
327 O -2.8258 -0.8317 5.6631  -0.344
328 C -1.4945 -1.0610 5.9094  -0.654
329 N -4.7550 2.3264 5.5686  -0.442
330 H -4.3876 0.8347 3.4221  -0.178
331 H -5.9840 0.4475 3.9978  0.405
332 H -4.7392 -0.7619 4.1556  0.337
333 H -5.2634 0.5408 6.3786  0.481
334 H -2.7406 0.8323 6.9241  0.433
335 H -2.5124 1.1457 5.2201  -0.347
336 H -1.2343 -2.1088 5.7854  0.294
337 H -1.1854 -0.7137 6.9187  0.392
338 H -0.9002 -0.4500 5.2531  0.101
339 H -4.6726 2.6363 6.5459  0.349
340 H -4.0960 2.8030 4.9453  0.023

Atomic forces in eV per Å
C -1.76 0.58 -0.13
C 0.33 -1.48 -0.18
C -0.73 -1.10 0.81
O 0.33 1.28 -0.56
C 0.41 -0.81 -0.10
N -0.15 0.72 0.73
H 0.03 0.09 -0.16
H 0.35 0.17 -0.29
H 0.20 -0.03 -0.07
H -0.25 0.07 0.42
H 0.36 0.24 -0.13
H 0.13 0.32 -0.05
H 0.50 -0.26 0.48
H 0.04 0.06 -0.09
H -0.46 0.04 0.13
H 0.62 0.26 -0.47
H -0.04 -0.11 -0.53
C -0.30 -0.56 -0.83
C 0.51 -0.29 -1.65
C 0.11 0.12 0.20
O -0.76 1.31 -0.21
C -0.05 -1.27 1.30
N 0.01 0.09 -0.42
H -0.07 0.40 0.21
H -0.40 -0.04 -0.06
H 0.32 -0.23 1.11
H -0.02 0.04 0.37
H -0.01 0.02 0.00
H 0.06 -0.18 0.44
H 0.29 0.12 -0.30
H -0.21 0.11 -0.34
H 0.38 -0.15 -0.43
H 0.31 0.57 0.71
H -0.33 -0.23 -0.15
C 0.87 -0.20 0.38
C -0.80 0.41 -0.87
C 0.55 0.90 -0.81
O 0.55 0.41 -0.19
C -0.71 -0.53 1.21
N 1.35 0.75 0.65
H 0.57 -0.50 -0.17
H -0.32 0.69 -0.22
H -0.39 -0.19 0.26
H -0.07 -0.02 -0.22
H -0.10 -0.39 0.37
H -0.12 -0.62 -0.10
H 0.05 -0.74 -0.29
H -0.27 -0.16 -0.26
H 0.27 0.87 0.10
H -0.49 0.11 0.45
H -0.84 -0.65 -0.33
C -0.74 -1.57 0.92
C 0.76 1.10 0.74
C -0.29 -0.38 -0.55
O -0.60 -0.92 0.03
C 0.71 0.60 0.31
N -0.34 0.78 1.28
H 0.02 0.64 -0.45
H 0.54 0.33 -0.35
H 0.44 0.47 0.00
H -0.14 -0.35 -0.01
H -0.74 -0.23 -0.35
H 0.05 0.28 0.13
H 0.04 -0.19 -0.44
H -0.02 -0.01 0.14
H 0.18 0.34 0.03
H 0.41 -0.10 -0.40
H -0.18 -0.73 -0.75
C 1.33 0.53 0.40
C -0.24 0.39 0.28
C -1.83 -0.81 -1.51
O -0.19 -1.84 -0.23
C 1.68 3.37 0.23
N -0.02 -0.76 0.60
H -0.19 -0.49 0.11
H -0.25 -0.48 -0.80
H -0.11 0.59 0.40
H 0.11 0.15 0.18
H 0.52 0.26 0.09
H 0.34 -0.24 0.11
H -0.53 -0.72 -0.27
H -0.53 0.02 0.27
H -0.14 -0.15 0.31
H 0.54 -0.51 0.05
H -0.47 0.63 -0.22
C -1.38 0.86 2.03
C 0.28 -1.99 -1.89
C -0.89 0.72 -0.18
O 0.58 0.30 0.53
C -1.26 -0.57 -1.05
N -0.29 0.20 0.15
H -0.02 -0.21 0.19
H -0.20 -0.03 -0.55
H 0.47 0.47 -0.36
H 0.57 0.35 -0.24
H 0.06 -0.27 -0.11
H 0.64 0.24 0.61
H 0.40 -0.22 0.36
H 0.31 0.02 0.61
H 0.14 0.05 -0.10
H 0.06 0.25 -0.29
H 0.22 -0.16 0.26
C -0.79 0.29 1.22
C 1.94 0.80 -0.29
C -1.69 -2.43 -0.88
O 1.27 0.24 0.53
C 0.12 -1.09 1.64
N 0.55 0.47 -0.11
H 0.55 0.06 -1.07
H -0.09 0.58 0.09
H -0.61 -0.09 -0.14
H -0.57 0.17 -0.51
H -0.36 0.13 -0.14
H 0.60 0.44 -0.19
H -0.05 0.33 -0.40
H -0.22 0.59 0.04
H -0.29 -0.15 -0.35
H 0.18 -0.07 0.22
H -0.57 -0.37 0.35
C -0.09 0.00 -0.90
C -1.40 0.89 -0.39
C 0.26 -1.40 0.53
O -0.66 0.41 -0.66
C 1.29 -0.38 0.81
N -0.24 1.23 -0.52
H 0.21 0.04 0.21
H -0.12 -0.33 0.11
H 0.38 -0.03 0.96
H 0.19 -0.08 0.42
H 0.29 0.22 -0.36
H 0.29 0.18 -0.38
H -0.44 -0.43 0.02
H -0.31 0.38 0.14
H -0.24 0.07 -0.16
H 0.19 -0.48 0.15
H 0.44 -0.27 0.12
C 0.52 -0.24 -0.15
C -0.83 0.76 -0.23
C -0.62 -0.20 0.21
O 1.07 0.46 -0.23
C -0.21 0.85 0.76
N 0.23 -0.68 -0.70
H -0.14 0.13 0.09
H 0.14 0.19 -0.06
H 0.41 0.30 -0.06
H -0.28 0.02 0.16
H -0.60 -0.16 0.52
H 0.41 -0.03 -0.34
H 0.04 -0.76 -0.31
H -0.08 -0.16 -0.34
H -0.18 -0.15 -0.13
H 0.21 -0.32 0.61
H -0.17 0.04 0.10
C -0.25 -0.60 0.50
C -0.46 0.32 -0.18
C 0.15 0.19 -1.02
O -1.23 0.51 0.28
C 0.21 0.10 0.30
N -0.63 -0.87 0.30
H 0.25 0.12 -0.51
H 0.20 0.43 0.34
H -0.05 -0.49 0.04
H 0.07 0.43 -0.15
H 0.79 0.06 -0.10
H -0.08 -0.24 0.56
H 0.30 0.40 -0.07
H 0.17 -0.83 0.13
H 0.10 0.02 -0.55
H 0.30 0.19 -0.14
H 0.03 0.16 0.16
C -0.78 -0.24 0.25
C 0.52 -0.12 1.47
C -1.12 0.97 -0.41
O -0.35 -0.23 0.34
C 1.33 0.09 0.08
N -0.21 -0.51 -0.66
H 0.19 0.08 -0.19
H 0.28 0.09 -0.25
H 0.29 -0.01 0.16
H -0.03 -0.13 -0.02
H 0.72 0.41 0.72
H -0.30 -0.68 -0.74
H -0.57 -0.14 -0.35
H -0.01 -0.17 0.00
H 0.08 -0.07 -0.09
H 0.27 -0.22 -0.06
H -0.11 0.81 -0.26
C -0.01 -0.09 0.25
C 0.29 0.56 -1.94
C -0.48 0.05 1.09
O 0.07 -0.25 -0.49
C -0.07 0.44 1.02
N 0.02 -0.30 -0.08
H 0.07 -0.11 0.12
H -0.18 -0.15 -0.23
H 0.00 0.19 0.18
H 0.14 -0.16 0.16
H 0.02 0.41 -0.06
H 0.17 0.20 -0.32
H 0.07 -0.59 -0.12
H 0.13 -0.08 0.03
H 0.10 -0.16 -0.18
H -0.17 0.03 0.11
H 0.00 0.07 0.35
C 0.47 0.21 -0.22
C -0.63 -0.42 0.40
C 1.10 0.63 -0.10
O -0.17 0.44 0.60
C 0.14 -0.01 -0.92
N -1.55 -0.79 -1.26
H 0.18 0.75 -0.25
H -0.11 -0.30 0.85
H -0.42 0.31 0.09
H -0.21 -0.48 -0.56
H -0.42 -0.14 -0.11
H 0.02 -0.51 0.40
H -0.17 -0.04 0.29
H 0.15 -0.28 -0.32
H 0.21 -0.37 0.16
H 0.71 0.96 0.82
H 0.75 0.02 0.26
C -1.93 -0.95 0.60
C 2.45 0.65 -0.07
C 0.90 0.79 -0.67
O -0.60 -1.72 0.58
C 0.29 -1.39 0.49
N -0.33 0.50 -0.91
H 0.91 -0.19 0.24
H 0.19 0.54 -1.19
H -0.74 -0.18 0.05
H -0.52 0.44 0.71
H -0.02 0.05 0.21
H -0.21 0.03 0.30
H 0.10 0.55 -0.31
H -0.29 0.57 -0.14
H 0.16 -0.10 -0.12
H -0.54 -0.07 0.11
H 0.31 0.29 0.30
C 1.39 -0.08 0.44
C -0.84 1.24 0.15
C 1.79 0.27 0.00
O -0.62 -0.43 1.10
C 0.87 -0.95 -0.07
N -0.29 0.58 -0.59
H 0.03 0.23 -0.97
H 0.26 -0.40 0.38
H -0.88 -0.38 -0.22
H -0.17 -0.75 0.04
H -1.17 0.21 0.16
H -0.21 0.33 -0.62
H -0.08 0.42 0.30
H -0.09 0.09 -0.19
H -0.11 0.11 0.09
H 0.47 -0.56 -0.05
H -0.21 0.32 0.12
C -0.83 -0.01 -0.57
C 0.14 -0.92 -0.27
C -0.92 0.37 0.52
O -0.04 0.28 0.72
C 0.94 0.04 -1.34
N 0.76 -0.28 1.71
H 0.23 0.45 -0.20
H -0.21 0.32 0.90
H 0.31 0.18 -0.21
H 0.22 -0.13 -0.58
H 0.29 0.42 -0.09
H 0.02 -0.44 0.16
H 0.02 -0.03 0.12
H -0.79 -0.39 0.15
H -0.01 -0.02 0.63
H 0.24 -0.17 -0.91
H -0.58 0.37 -0.59
C 0.06 -0.12 -0.55
C -0.88 1.52 -0.45
C -0.23 -3.11 -1.62
O -0.32 1.72 2.18
C -0.81 1.32 0.60
N 1.08 -0.53 0.49
H -0.12 0.05 -0.11
H -0.30 0.37 0.33
H 0.35 0.04 -0.25
H 0.20 -0.51 0.17
H 0.27 0.58 -0.57
H -0.44 0.30 -0.06
H 0.65 -0.57 -0.73
H 0.15 -0.51 -0.18
H 0.86 -0.30 -0.01
H -0.45 -0.31 0.13
H 0.00 0.00 0.69
C -0.05 -0.24 0.22
C -0.44 0.66 0.83
C -0.75 -0.10 -0.01
O 0.22 -0.11 0.14
C 0.46 -0.42 0.48
N -0.85 0.91 -0.78
H 0.39 -0.29 -0.17
H -0.57 -0.10 -0.61
H 0.16 -0.43 0.31
H 0.74 -0.16 -0.30
H 0.31 0.02 -0.28
H 0.12 0.17 0.48
H 0.11 0.22 -0.18
H -0.54 0.12 0.33
H 0.10 -0.08 -0.35
H 0.42 0.03 0.11
H 0.20 -0.20 -0.02
C 0.26 1.35 -0.27
C -1.01 -0.37 -0.93
C -0.02 0.55 1.23
O 1.08 -0.65 0.26
C -1.14 0.56 -0.23
N -0.37 0.00 0.22
H 0.08 -0.41 -0.06
H -0.29 -0.26 0.24
H 0.00 -0.20 0.20
H 0.06 -0.04 0.16
H 0.25 0.05 -0.51
H 0.02 0.27 0.24
H 0.32 -0.21 0.55
H 0.00 0.27 -0.69
H 0.51 -0.71 -0.24
H 0.20 -0.19 -0.10
H 0.14 0.12 -0.34
C -0.34 1.40 0.20
C -1.14 -0.50 -0.36
C -0.38 -0.46 0.13
O -1.11 0.46 0.36
C 1.29 0.04 0.88
N -0.06 0.06 0.55
H 0.05 -0.39 0.31
H 0.06 0.07 0.27
H 0.36 -0.74 -0.07
H 0.78 -0.21 -0.57
H -0.41 -0.16 -0.27
H 0.60 0.31 -0.42
H -0.17 -0.09 -0.06
H -0.25 -0.40 -0.13
H 0.61 0.20 -0.70
H 0.08 0.43 -0.90
H -0.14 -0.09 0.54

DFT total energy ... -5779.56128 Ha
Frontier orbital gap ... 9.2 eV
Energy relative to the best compared isomer or geometry (same formula, charge and spin) ... 13.8 kcal per mole
LUMO level ... 0.530 eV